C6H10N | ωB97M-V/def2-TZVPD

```
17
Properties=species:S:1:pos:R:3
C 2.1425 -1.1492 -0.1434
C 0.5637 -0.8103 -0.1074
C -0.5641 -1.6302 0.2497
C -1.7176 -0.9368 0.1423
C -1.4742 0.4426 -0.3338
N 0.0254 0.5522 -0.4695
C 0.4559 1.7290 0.4428
H 2.8410 -0.4959 -0.3729
H 2.4036 -2.1212 0.1358
H -0.3880 -2.6609 0.4268
H -2.6685 -1.1634 0.4524
H -1.8810 0.6153 -1.2963
H -1.8875 1.0971 0.3825
H 0.4761 0.6271 -1.3962
H -0.4348 1.8719 1.0400
H 1.3507 1.3260 0.9801
H 0.7567 2.7065 -0.1331
```

Summary:
SMILES   C=C1C=CC[N@H+]1C
Orbital gap (alpha / beta)   0.3032 / 0.3044 Ha
Energy above the lowest of the compared OMol25 structures with the same formula, charge and spin   2.532 eV
E_LUMO (alpha / beta)   -4.53 / -4.57 eV
Calculated total energy   -7863.81639 eV
Charge   +1